i.
This record from OMol25 describes 2 unconnected molecules or ions with the total composition C15H18O. The level of theory is the ωB97M-V functional and the def2-TZVPD basis.

As for the LUMO energy: 0.72 eV. Its gap between HOMO and LUMO is 8.854 eV. The structure (SMILES) is CCc1ccc(O)cc1.Cc1ccccc1.

Each line ends with the Mulliken charge.
CARTESIAN COORDINATES (ANGSTROEM)
C -1.025 -0.878 3.301  -1.308
C -0.406 -0.919 1.883  0.173
C 1.033 -0.419 1.710  0.130
C 1.352 -0.133 0.377  -0.552
C 2.646 0.234 0.099  -0.363
C 3.590 0.456 1.158  0.749
O 4.898 0.802 0.985  -0.579
C 3.338 0.073 2.431  -0.398
C 2.021 -0.433 2.740  -0.593
H -1.100 -1.981 3.648  0.233
H -1.907 -0.492 3.402  0.463
H -0.438 -0.130 3.933  0.317
H -0.716 -1.793 1.214  0.384
H -1.040 -0.105 1.386  -0.043
H 0.622 -0.095 -0.443  0.201
H 2.991 0.328 -1.003  0.124
H 5.113 0.816 -0.069  0.319
H 4.050 0.221 3.225  0.417
H 1.906 -0.684 3.803  0.341
C -1.622 -1.572 -3.308  -1.371
C -1.739 -0.236 -2.592  1.137
C -2.843 -0.028 -1.733  -0.625
C -2.846 1.136 -0.949  -0.340
C -1.950 2.133 -1.112  -0.816
C -1.020 2.059 -2.183  -0.209
C -0.906 0.824 -2.965  -0.555
H -2.570 -2.127 -3.130  0.317
H -0.683 -2.132 -3.219  0.306
H -1.560 -1.373 -4.346  0.369
H -3.573 -0.795 -1.465  0.244
H -3.447 0.998 -0.068  0.367
H -1.977 2.828 -0.427  0.579
H -0.114 2.513 -2.611  0.263
H -0.077 0.905 -3.673  0.321

ii.
This record from OMol25 describes C15H18O in the gas phase. The level of theory is the ωB97M-V functional and the def2-TZVPD basis.

As for the LUMO energy: 0.68 eV. Its gap between HOMO and LUMO is 8.523 eV. The structure (SMILES) is C[C@H]1C=CC=C2Cc3occc3CC[C@@]21C.

Each line ends with the Mulliken charge.
CARTESIAN COORDINATES (ANGSTROEM)
C 0.835 -1.896 2.582  -1.384
C 1.130 -0.610 1.836  1.140
C 2.539 -0.503 1.478  -0.586
C 3.127 0.315 0.533  -1.124
C 2.232 1.203 -0.100  -0.538
C 0.848 1.030 0.009  0.262
C -0.074 2.073 -0.508  -2.155
C -0.981 1.611 -1.569  0.736
O -1.177 2.252 -2.718  -0.460
C -2.270 1.636 -3.333  -0.466
C -2.767 0.574 -2.610  -1.067
C -1.879 0.569 -1.432  0.934
C -2.177 -0.326 -0.251  -0.972
C -1.216 -0.392 0.936  -1.205
C 0.316 -0.369 0.588  1.196
C 0.648 -1.386 -0.492  -1.861
H 0.314 -2.531 1.887  0.336
H 1.691 -2.417 3.001  0.367
H 0.072 -1.762 3.447  0.264
H 0.852 0.161 2.620  0.419
H 3.260 -1.097 2.037  0.271
H 4.189 0.373 0.322  0.408
H 2.651 1.983 -0.669  0.489
H -0.690 2.543 0.257  0.322
H 0.563 2.765 -0.769  0.718
H -2.647 1.762 -4.351  0.398
H -3.484 -0.198 -2.899  0.417
H -2.055 -1.303 -0.685  0.399
H -3.100 -0.173 0.191  0.589
H -1.514 0.392 1.578  0.554
H -1.536 -1.344 1.384  0.317
H 0.524 -2.370 -0.103  0.339
H 0.110 -1.175 -1.412  0.440
H 1.666 -1.388 -0.785  0.499

Most favorable structure: ii. The second most favorable one is 6.8 kcal/mol above it.